Molecular formula: C25H19BrF6InN3O6S3
Method: DFT, ωB97M-V/def2-TZVPD

Last column: Löwdin charge in e.
CARTESIAN COORDINATES (ANGSTROEM)
1 In 0.1923 1.3746 1.0466  0.90
2 F 3.6300 -1.6529 -2.2788  0.12
3 C 3.1331 -1.4980 -1.0243  -0.56
4 F 4.1534 -0.9475 -0.2853  0.10
5 F 2.7386 -2.6820 -0.4863  0.14
6 S 1.7176 -0.2921 -1.2497  0.67
7 O 1.0930 -0.2781 0.1372  -0.36
8 O 0.8825 -0.9067 -2.2468  -0.24
9 N 2.3051 1.0373 -1.7986  -0.26
10 S 2.7481 2.4252 -1.0015  0.72
11 O 2.3782 3.4619 -1.9099  -0.23
12 O 2.2984 2.3717 0.4257  -0.47
13 C 4.6532 2.5788 -0.7903  -0.60
14 F 5.3678 1.5550 -0.2301  0.10
15 F 4.8617 3.6859 -0.0885  0.15
16 F 5.1986 2.7549 -2.0031  0.13
17 Br 3.7506 1.3826 2.8584  0.88
18 C 2.3627 0.4188 3.6987  -0.70
19 C 2.6311 -0.4240 4.7833  -0.09
20 C 1.5910 -1.0951 5.4127  -0.02
21 C 0.3037 -0.9005 4.8998  0.02
22 C 0.1258 -0.0652 3.8066  -0.16
23 N 1.1435 0.5942 3.2002  0.05
24 C -1.2551 -0.0582 3.2270  -0.57
25 O -2.1299 -0.8053 3.7230  0.05
26 O -1.4326 0.6348 2.1787  -0.05
27 H 3.6897 -0.3962 5.1859  0.13
28 H 1.7910 -1.8138 6.1980  0.12
29 H -0.5421 -1.3807 5.3726  0.13
30 C -3.0230 -4.7166 -2.1009  -0.05
31 C -1.9740 -3.7059 -1.5319  -0.53
32 C -1.5067 -4.1428 -0.0988  -0.05
33 C -0.7085 -3.7797 -2.3929  -0.05
34 C -2.4175 -2.2758 -1.5423  -0.15
35 C -3.4237 -1.8841 -2.4968  -0.01
36 C -3.7341 -0.5481 -2.7164  -0.08
37 C -3.1627 0.4182 -1.8892  -0.44
38 S -3.2654 2.1516 -2.0621  1.12
39 C -1.7853 2.3240 -1.1216  -0.44
40 N -1.3311 1.1478 -0.6880  0.00
41 C -2.1019 0.0651 -0.9893  -0.26
42 C -1.8214 -1.2975 -0.7330  0.05
43 C -1.0596 3.5610 -0.6895  -0.21
44 C -1.3622 4.8723 -1.1221  -0.03
45 C -0.7709 5.9478 -0.4869  -0.08
46 C 0.0709 5.7441 0.6145  -0.05
47 C 0.3307 4.4201 1.0397  -0.12
48 C -0.2090 3.3653 0.3937  -0.21
49 H -2.5403 -5.6807 -2.2239  0.08
50 H -3.4876 -4.4799 -3.0413  0.05
51 H -3.8788 -4.7413 -1.3851  0.10
52 H -1.2178 -5.2081 -0.0827  0.08
53 H -2.3031 -3.9735 0.6912  0.11
54 H -0.5780 -3.5989 0.1720  0.07
55 H -0.3738 -4.8093 -2.5146  0.08
56 H 0.1496 -3.1633 -2.0616  0.07
57 H -0.8986 -3.4356 -3.4014  0.09
58 H -3.9287 -2.5999 -3.1325  0.10
59 H -4.4113 -0.2685 -3.4986  0.10
60 H -1.1634 -1.6354 0.0731  0.11
61 H -2.0744 5.0272 -1.9574  0.12
62 H -0.9633 6.9873 -0.8062  0.11
63 H 0.4941 6.5718 1.1463  0.10
64 H 1.0501 4.2622 1.8750  0.11

Results
Spin multiplicity   1
Relative energy (zero: lowest compared OMol25 entry of this formula, charge and spin)   0.0 kcal per mole
LUMO energy   -0.584 eV
Molar mass   862.35 g mol⁻¹
E   -6137.69721 hartree
HOMO-LUMO gap   7.797 eV
Net charge   0

***

Molecular formula: C6H8N2
Method: DFT, ωB97M-V/def2-TZVPD

Last column: Löwdin charge in e.
CARTESIAN COORDINATES (ANGSTROEM)
1 H -2.2415 0.9641 -1.0363  0.06
2 N -1.4187 1.5005 -0.7655  0.16
3 C -0.5246 0.8283 -0.1698  -0.37
4 C 0.6168 1.5234 0.5109  -0.10
5 C 1.7866 0.7301 0.0134  -0.16
6 N 1.8456 -0.5283 -0.1396  0.04
7 C 0.7145 -1.3420 -0.4661  -0.19
8 C -0.5289 -0.6584 0.0347  -0.25
9 C -1.6007 -1.3130 0.4739  0.07
10 H 0.5423 1.4558 1.6002  0.13
11 H 0.6680 2.5667 0.1990  0.11
12 H 2.7334 1.2591 -0.0148  0.10
13 H 0.6801 -1.4948 -1.5513  0.13
14 H 0.8563 -2.3115 0.0212  0.12
15 H -2.4911 -0.7902 0.7858  0.06
16 H -1.6378 -2.3898 0.5041  0.06

Results
Spin multiplicity   1
Relative energy (zero: lowest compared OMol25 entry of this formula, charge and spin)   39.8 kcal per mole
LUMO energy   0.794 eV
Molar mass   108.14 g mol⁻¹
E   -342.87044 hartree
HOMO-LUMO gap   9.867 eV
Net charge   0

***

Molecular formula: C8H8N3S
Method: DFT, ωB97M-V/def2-TZVPD

Last column: Löwdin charge in e.
CARTESIAN COORDINATES (ANGSTROEM)
1 C -2.6462 -1.8002 -0.0393  0.01
2 C -3.1395 -0.4354 -0.1020  -0.01
3 C -1.3050 -1.9457 -0.1289  -0.03
4 C -2.3200 0.6218 0.0144  -0.02
5 C -0.5522 -0.8247 0.1450  0.05
6 C 1.0241 1.4651 0.6291  -0.14
7 C 1.7267 -0.6965 0.1573  -0.71
8 C 3.2552 1.1200 -0.2451  0.00
9 N -0.2150 1.5268 0.5121  0.15
10 N -1.0065 0.4185 0.2326  -0.06
11 N 1.9907 0.5857 0.2595  -0.16
12 S 2.3730 -2.0438 -0.2188  0.91
13 H -3.4924 -2.4914 -0.2195  0.14
14 H -4.2500 -0.4370 -0.3277  0.15
15 H -0.8135 -2.8708 -0.2341  0.10
16 H -2.6489 1.6527 -0.0337  0.15
17 H 1.3147 2.4730 0.9769  0.16
18 H 3.4065 0.8516 -1.4093  0.16
19 H 3.1829 2.1359 -0.1431  0.06
20 H 4.1156 0.6945 0.1747  0.08

Results
Spin multiplicity   3
LUMO energy (spin up / spin down)   -4.550 / -6.447 eV
Molar mass   178.24 g mol⁻¹
E   -871.60277 hartree
HOMO-LUMO gap (spin up / spin down)   5.902 / 7.076 eV
Net charge   +1
Expectation value of S²   2.02

***

Molecular formula: C24H60MnN4O8
Method: DFT, ωB97M-V/def2-TZVPD

Last column: Löwdin charge in e.
CARTESIAN COORDINATES (ANGSTROEM)
1 Mn 0.1767 -1.0698 -0.0848  1.00
2 C 1.4104 2.0682 1.6244  -0.08
3 O 0.3922 1.1609 1.2031  -0.24
4 C -0.6484 1.1600 2.2218  -0.13
5 C -1.8759 0.7270 1.4556  -0.17
6 N -1.8701 -0.5845 0.8910  -0.07
7 C -3.0956 -0.8065 0.0987  -0.15
8 C -4.3398 -0.5023 0.9003  -0.17
9 O -4.1830 -1.0417 2.2303  -0.21
10 C -4.8465 -0.2932 3.2436  -0.07
11 H 2.2796 2.0281 0.9736  0.09
12 H 1.7375 1.9547 2.6348  0.10
13 H 1.0615 3.0779 1.5246  0.09
14 H -0.7571 2.1680 2.5681  0.13
15 H -0.4093 0.6185 3.0878  0.11
16 H -2.0771 1.4671 0.7239  0.12
17 H -2.6807 0.8054 2.1693  0.11
18 H -2.1047 -1.1859 1.6839  0.07
19 H -2.9982 -1.7910 -0.3393  0.10
20 H -3.0480 -0.2535 -0.8427  0.10
21 H -5.2593 -0.9760 0.4887  0.15
22 H -4.5714 0.5229 0.9041  0.11
23 H -4.1877 0.4639 3.6582  0.08
24 H -5.3197 -0.9165 3.9871  0.09
25 H -5.6898 0.2947 2.7543  0.12
26 C 5.7251 0.1020 -2.4716  -0.12
27 O 5.0706 -0.9476 -1.8080  -0.18
28 C 3.6568 -0.6335 -1.7663  -0.16
29 C 3.1306 0.0539 -0.4307  -0.16
30 N 2.3611 -0.9313 0.2540  -0.09
31 C 2.7502 -0.9655 1.6750  -0.14
32 C 1.8020 -1.9473 2.3137  -0.18
33 O 0.4615 -1.8393 1.8679  -0.29
34 C -0.4715 -2.3848 2.8446  -0.02
35 H 6.7779 -0.2221 -2.6683  0.11
36 H 5.7915 1.0371 -1.8828  0.10
37 H 5.3646 0.4465 -3.4228  0.08
38 H 3.0967 -1.5447 -2.0163  0.12
39 H 3.4725 0.0899 -2.5430  0.08
40 H 2.5042 0.8673 -0.7143  0.07
41 H 4.0407 0.4440 0.0037  0.14
42 H 2.8051 -1.8143 0.0453  0.05
43 H 2.6616 -0.0190 2.1539  0.10
44 H 3.7790 -1.2843 1.8260  0.14
45 H 1.8868 -1.7324 3.3463  0.12
46 H 2.2292 -2.9621 2.2037  0.13
47 H -0.2287 -1.9662 3.8480  0.12
48 H -0.2575 -3.4731 2.8918  0.12
49 H -1.5092 -2.2291 2.6369  0.07
50 C -4.6852 6.8414 1.0482  -0.06
51 O -3.3557 6.1883 1.1081  -0.19
52 C -2.9780 5.7953 -0.2288  -0.22
53 C -1.6549 5.0193 -0.1227  -0.20
54 N -1.7670 3.9191 -1.0310  -0.09
55 C -0.6423 3.0633 -1.1997  -0.19
56 C -0.9003 1.6907 -1.9068  -0.20
57 O 0.0965 0.7200 -1.7300  -0.26
58 C 1.0142 0.8361 -2.8788  -0.03
59 H -4.5890 7.9385 0.9455  0.10
60 H -5.2190 6.7494 1.9595  0.07
61 H -5.2204 6.3776 0.2305  0.08
62 H -2.8140 6.6191 -0.8879  0.12
63 H -3.7129 5.1126 -0.6640  0.12
64 H -1.5643 4.6728 0.9528  0.14
65 H -0.8084 5.6653 -0.3362  0.12
66 H -1.8241 4.3936 -1.9081  0.11
67 H -0.3327 2.9118 -0.2055  0.07
68 H 0.1883 3.6129 -1.7347  0.15
69 H -1.1402 1.8429 -2.9263  0.11
70 H -1.8142 1.2073 -1.5230  0.11
71 H 1.7496 1.5315 -2.6071  0.08
72 H 0.5751 1.0118 -3.8562  0.11
73 H 1.3881 -0.1947 -2.9813  0.09
74 C -1.6642 -1.3315 -3.0933  -0.02
75 O -1.0350 -1.8123 -1.8831  -0.27
76 C -1.3170 -3.1857 -1.6611  -0.23
77 C -0.5878 -3.6693 -0.4579  -0.20
78 N 0.8172 -3.3235 -0.7170  -0.06
79 C 1.6377 -4.3604 -0.0561  -0.14
80 C 3.0954 -4.1819 -0.5718  -0.19
81 O 3.7312 -3.2762 0.2486  -0.23
82 C 5.0979 -3.1689 0.0788  -0.07
83 H -1.6201 -2.1016 -3.8800  0.11
84 H -1.0298 -0.5774 -3.5201  0.07
85 H -2.7017 -1.0125 -2.8832  0.11
86 H -1.0449 -3.7342 -2.5681  0.15
87 H -2.3389 -3.3905 -1.5004  0.12
88 H -0.8469 -4.7602 -0.4899  0.16
89 H -0.9957 -3.2456 0.4898  0.11
90 H 0.8543 -3.6042 -1.6858  0.12
91 H 1.3537 -5.3584 -0.3961  0.13
92 H 1.5503 -4.4073 1.0602  0.14
93 H 3.1295 -3.8389 -1.6495  0.15
94 H 3.5178 -5.1397 -0.5698  0.12
95 H 5.3609 -2.1576 0.2522  0.07
96 H 5.3945 -3.4119 -0.9034  0.09
97 H 5.6560 -3.7168 0.8935  0.13

Results
Spin multiplicity   6
Relative energy (zero: lowest compared OMol25 entry of this formula, charge and spin)   0.0 kcal per mole
LUMO energy (spin up / spin down)   -4.227 / -4.247 eV
Molar mass   587.70 g mol⁻¹
E   -2921.66136 hartree
HOMO-LUMO gap (spin up / spin down)   9.154 / 9.133 eV
Net charge   +2
Expectation value of S²   8.75

***

Molecular formula: C5H8N
Method: DFT, ωB97M-V/def2-TZVPD

Last column: Löwdin charge in e.
CARTESIAN COORDINATES (ANGSTROEM)
1 C -2.2716 -0.7065 -0.1489  0.11
2 C -1.6969 0.5231 0.1537  -0.08
3 C 2.0469 0.0905 -0.5665  0.06
4 C -0.2820 0.7377 0.3603  -0.02
5 C 1.8162 -0.4773 0.7352  0.10
6 N 0.6686 -0.1853 -0.0008  -0.12
7 H -3.2688 -0.9472 -0.1334  0.04
8 H -1.6893 -1.5737 -0.5301  0.08
9 H -2.2260 1.4521 0.1743  0.11
10 H 2.2709 1.0883 -0.7891  0.13
11 H 2.0525 -0.4593 -1.4567  0.12
12 H 0.2365 1.5241 0.9576  0.16
13 H 1.9987 -0.0297 1.7288  0.15
14 H 0.3444 -1.0371 -0.4844  0.19

Results
Spin multiplicity   1
Relative energy (zero: lowest compared OMol25 entry of this formula, charge and spin)   142.9 kcal per mole
LUMO energy (spin up / spin down)   -5.954 / -5.379 eV
Molar mass   82.13 g mol⁻¹
E   -249.59742 hartree
HOMO-LUMO gap (spin up / spin down)   6.981 / 9.152 eV
Net charge   +1

***

Molecular formula: C4H11NS
Method: DFT, ωB97M-V/def2-TZVPD

Last column: Löwdin charge in e.
CARTESIAN COORDINATES (ANGSTROEM)
1 C 0.0743 2.1264 -1.5864  -0.07
2 C -0.1884 0.9807 -0.6375  -0.47
3 N -1.2273 1.2810 0.4178  0.03
4 C 1.1225 0.3585 -0.1102  -0.24
5 C 0.9933 -0.7802 0.8927  -0.53
6 S -0.3456 -2.0625 0.5766  0.66
7 H 0.7192 2.8799 -1.1310  0.08
8 H 0.4183 1.6178 -2.4912  0.08
9 H -0.7907 2.7213 -1.8826  0.07
10 H -0.6574 0.1475 -1.1519  0.09
11 H -0.7255 1.2025 1.3152  0.06
12 H -1.7588 0.4133 0.5460  0.03
13 H 1.7531 1.1026 0.3867  0.11
14 H 1.7568 -0.0213 -0.9190  0.11
15 H 0.8282 -0.4608 1.9267  0.06
16 H 1.8517 -1.4371 0.9755  0.05
17 H -0.0904 -2.0060 -0.7703  -0.12

Results
Spin multiplicity   1
Relative energy (zero: lowest compared OMol25 entry of this formula, charge and spin)   14.9 kcal per mole
LUMO energy   0.817 eV
Molar mass   105.21 g mol⁻¹
E   -611.91844 hartree
HOMO-LUMO gap   9.950 eV
Net charge   0